43
Properties=species:S:1:pos:R:3:lowdin_charge:R:1 method="wB97M-V/def2-TZVPD" total_energy_ev=-70750.2372 orbital_gap_ev=2.6 charge=+3 homo_energy_ev=-16.3 max_force_ev_per_a=0.77 e_above_lowest_kcal_mol=5.5
H 3.56096 -0.15267 -1.60077 0.152
H 2.40706 -2.89705 -4.05985 0.105
C 2.22278 -3.41259 -3.11844 -0.015
N 1.49310 -2.53967 -2.18965 0.040
O 2.54066 0.35210 4.70113 0.128
C -2.99954 0.00199 -3.01383 -0.490
C 3.70211 2.76679 3.80266 -0.219
N 3.21665 -1.01737 -1.98844 0.265
H 3.16245 -3.74919 -2.67932 0.108
Cl -6.20208 0.94672 -4.99259 1.068
N 2.51377 2.11205 3.26840 0.100
H 1.31758 0.93648 1.06370 0.128
C -0.01590 -0.42848 3.85646 0.079
Cl -4.98265 1.66097 0.11679 1.000
H 4.63318 4.37229 3.19719 0.112
H 1.99001 2.65810 2.60319 0.145
C 2.00305 -1.42848 -1.67181 -0.533
O 1.34530 -0.71422 -0.80558 -0.205
H 0.66831 -2.90310 -1.73836 0.140
C -5.52837 1.25826 -2.45681 -0.057
C 0.84887 0.34030 3.08412 -0.058
H -3.67486 -0.20749 -5.01884 0.147
H 3.48457 3.20526 4.77991 0.145
O -2.50684 0.40419 -0.74050 -0.081
H 3.84635 -1.57406 -2.54486 0.136
H -1.77621 -1.67778 3.82183 0.137
H -2.02354 -1.50381 1.36084 0.121
H 0.17550 -0.51638 4.91913 0.152
C -5.15903 0.78430 -3.73490 -0.549
C -3.31314 0.48915 -1.65428 -0.315
C 2.05620 0.95636 3.77116 -0.454
H 1.61204 -4.28804 -3.31414 0.105
C -4.65683 1.12859 -1.41983 -0.524
H -6.49635 1.72402 -2.31842 0.149
Cl -1.47527 -0.77229 -3.20650 0.873
N -0.37109 -0.26527 1.14466 -0.130
H 4.48725 2.01628 3.91514 0.139
C -3.87433 0.13996 -4.01203 -0.024
C 0.65022 0.39846 1.72124 -0.036
C -1.23297 -0.98640 1.88535 -0.086
O 4.00542 3.73635 2.83579 -0.022
C -1.08024 -1.07912 3.25139 0.019
Pt -0.57414 -0.27551 -0.82033 1.110